[1]
# C3H9NS2

A single C3H9NS2 molecule (ωB97M-V/def2-TZVPD, the Open Molecules 2025 dataset).

The SMILES is CSSCCN. The calculation puts the LUMO energy at 0.7 eV. The orbital gap comes out at 0.3518 Ha. Its net charge is 0.

XYZ file:
```
15
C3H9NS2, DFT ωB97M-V/def2-TZVPD
C -2.405 0.175 -1.102
S -1.462 0.420 0.466
S -0.060 -1.085 0.213
C 1.194 -0.330 -0.893
C 1.860 0.862 -0.189
N 2.510 0.484 1.058
H -1.704 -0.064 -1.882
H -3.022 0.997 -1.427
H -3.251 -0.763 -1.158
H 1.872 -1.111 -1.058
H 0.763 -0.146 -1.831
H 2.692 1.232 -0.842
H 0.986 1.668 -0.124
H 1.836 -0.085 1.548
H 2.722 1.278 1.611
```



[2]
# C3H7INS

A molecular structure, C3H7INS (ωB97M-V/def2-TZVPD, the Open Molecules 2025 dataset).

The calculation puts the LUMO energy (alpha / beta) at -5.0 / -4.8 eV. The orbital gap (alpha / beta) comes out at 0.2513 / 0.3223 Ha. Its net charge is +1.

XYZ file:
```
13
C3H7INS, DFT ωB97M-V/def2-TZVPD
C -0.660 -0.987 -1.090
C -0.029 -0.111 0.968
C 1.115 0.464 0.028
N -1.225 -0.318 0.137
S 0.856 2.160 -0.183
I 2.903 -0.410 -0.030
H -0.966 -0.597 -2.010
H -0.666 -2.138 -1.060
H 0.344 -0.953 1.628
H -0.229 0.670 1.751
H -1.453 0.687 -0.014
H -1.983 -0.845 0.523
H 1.993 2.378 -0.650
```



[3]
# C20H31N2O2S

2 unconnected molecules or ions with the total composition C20H31N2O2S (ωB97M-V/def2-TZVPD, the Open Molecules 2025 dataset).

The calculation puts the LUMO energy at -3.7 eV. The orbital gap comes out at 0.2732 Ha. Its net charge is +1.

XYZ file:
```
56
C20H31N2O2S, DFT ωB97M-V/def2-TZVPD
C -0.207 4.178 1.092
C -0.219 3.644 2.395
C -0.880 2.299 2.860
C -1.221 1.274 1.709
N -2.554 1.327 1.025
C -3.329 2.547 1.344
C -2.483 1.072 -0.431
C -2.196 2.240 -1.433
O -2.647 -0.056 -0.856
C -1.335 -0.096 2.518
C 0.131 -0.734 2.550
C 0.712 0.058 1.289
C 2.074 -0.525 0.791
C 2.438 -0.233 -0.706
C 2.347 1.064 -1.368
C 2.763 1.223 -2.773
C 3.306 0.105 -3.567
C 3.786 0.306 -5.046
C 3.381 -1.215 -2.910
C 2.960 -1.373 -1.510
N 0.010 1.063 0.870
H 0.695 4.161 0.426
H -1.117 4.707 0.697
H 0.343 4.217 3.193
H -1.750 2.503 3.552
H -0.111 1.792 3.515
H -3.584 2.607 2.439
H -2.857 3.512 1.022
H -4.326 2.493 0.817
H -3.173 2.686 -1.762
H -1.511 3.018 -1.004
H -1.643 1.781 -2.302
H -2.126 -0.680 1.983
H -1.769 -0.001 3.554
H -0.090 -1.825 2.380
H 0.704 -0.525 3.486
H 2.910 -0.214 1.485
H 1.991 -1.646 0.902
H 1.977 1.961 -0.819
H 2.724 2.211 -3.293
H 4.201 1.353 -5.134
H 2.962 0.204 -5.793
H 4.658 -0.367 -5.287
H 3.780 -2.127 -3.424
H 3.073 -2.401 -1.074
H 0.259 1.649 0.066
C -1.047 -6.261 0.362
S -0.848 -4.794 -0.665
O 0.525 -4.264 -0.426
C -1.945 -3.727 0.258
H -0.394 -7.042 -0.024
H -0.772 -6.033 1.393
H -2.083 -6.599 0.315
H -1.599 -3.649 1.291
H -2.960 -4.127 0.233
H -1.932 -2.739 -0.205
```